1.
Density functional theory data (ωB97M-V/def2-TZVPD) for a molecular structure, C39H36CoGeN3O5S at a distorted geometry.

Summary:
- Spin multiplicity: 5
- Net charge: -2
- HOMO-LUMO gap (alpha / beta): 6.64 / 7.18 eV
- Energy: -160712.6562 eV
- Highest occupied orbital energy (alpha / beta): -2.58 / -3.20 eV

Last column: Mulliken spin population.
CARTESIAN COORDINATES (ANGSTROEM)
Co  0.451  1.314  1.027  2.7322
O  -4.057  2.148  1.753  0.0020
S  -2.874  1.816  0.976  0.0234
O  -2.431  2.808  0.017  0.0030
N  -1.593  1.443  1.812  0.0064
C  -1.683  0.467  2.818  0.0060
C  -2.609  0.517  3.854  0.0001
C  -2.647  -0.510  4.838  -0.0049
C  -1.718  -1.557  4.830  0.0059
C  -0.782  -1.592  3.792  0.0142
C  0.172  -2.681  3.653  0.0104
C  1.012  -2.695  2.612  -0.0031
C  1.084  -1.598  1.776  0.0293
N  0.303  -0.539  1.909  0.0140
C  -0.684  -0.554  2.826  -0.0038
C  -3.448  0.381  0.074  -0.0096
C  -4.760  -0.124  0.190  -0.0005
C  -5.136  -1.300  -0.452  -0.0003
C  -4.187  -2.062  -1.086  0.0003
C  -2.904  -1.578  -1.269  0.0063
C  -2.508  -0.368  -0.695  0.0219
H  -3.374  1.273  3.859  -0.0003
H  -3.462  -0.494  5.507  -0.0001
H  -1.773  -2.371  5.514  0.0000
H  0.201  -3.461  4.334  0.0008
H  1.679  -3.488  2.409  -0.0007
H  1.778  -1.495  0.876  -0.0011
H  -5.478  0.471  0.757  0.0000
H  -6.194  -1.577  -0.487  0.0000
H  -4.520  -2.949  -1.623  0.0001
H  -2.213  -2.141  -1.858  0.0000
H  -1.446  -0.023  -0.880  0.0015
O  -1.173  -4.412  -2.123  0.0000
C  -1.340  -5.524  -2.824  0.0000
C  -2.014  -5.520  -4.068  0.0000
C  -2.261  -6.666  -4.783  0.0000
C  -1.730  -7.861  -4.343  0.0000
C  -1.076  -7.906  -3.135  0.0000
C  -0.824  -6.784  -2.379  0.0000
C  0.146  -6.826  -1.185  0.0000
O  0.644  -7.917  -0.873  0.0000
O  0.332  -5.687  -0.616  0.0000
H  -0.399  -4.725  -1.411  0.0000
H  -2.361  -4.543  -4.457  0.0000
H  -2.809  -6.571  -5.705  0.0000
H  -1.912  -8.799  -4.904  0.0000
H  -0.677  -8.875  -2.840  0.0000
C  -0.517  3.971  3.508  0.0268
Ge  1.458  3.930  3.146  -0.0342
C  1.936  5.780  2.770  0.0418
C  2.493  3.698  4.919  0.0445
C  1.775  2.629  1.746  1.0205
H  -0.887  4.710  4.276  0.0001
H  -0.925  2.983  3.757  -0.0061
H  -1.043  4.226  2.576  -0.0019
H  1.973  6.252  3.756  0.0010
H  1.199  6.284  2.106  -0.0092
H  2.976  5.891  2.310  0.0016
H  1.847  3.841  5.797  -0.0014
H  3.346  4.426  4.849  -0.0023
H  2.934  2.668  5.029  0.0003
H  2.849  2.680  1.501  -0.0701
N  0.995  0.754  -0.800  0.0412
C  1.812  1.489  -1.427  -0.0856
C  2.707  0.916  -2.478  0.0163
C  2.084  0.413  -3.581  0.0011
C  2.805  -0.180  -4.559  0.0004
C  4.190  -0.202  -4.564  -0.0001
C  4.839  0.396  -3.498  0.0005
C  4.081  0.884  -2.442  0.0056
C  1.870  3.020  -1.405  0.0164
C  3.007  3.823  -1.682  0.0199
C  2.950  5.196  -1.771  0.0106
C  1.789  5.882  -1.632  -0.0058
C  0.607  5.137  -1.394  -0.0031
C  0.642  3.741  -1.312  0.1454
H  0.975  0.465  -3.639  0.0002
H  2.262  -0.633  -5.355  -0.0001
H  4.707  -0.554  -5.404  0.0000
H  5.913  0.396  -3.576  0.0000
H  4.601  1.256  -1.543  -0.0003
H  3.978  3.398  -1.739  -0.0018
H  3.836  5.688  -2.116  0.0006
H  1.874  6.958  -1.769  0.0001
H  -0.347  5.694  -1.276  0.0008
H  -0.338  3.225  -1.100  -0.0268

Forces on atoms 1 to 6 (eV/Å):
-0.46 0.46 -0.66
0.42 0.12 0.37
-0.98 0.81 -0.65
-0.09 -0.18 -0.07
0.62 -1.03 0.01
-0.11 0.94 0.28

***

2.
Density functional theory data (ωB97M-V/def2-TZVPD) for a molecular structure, C39H36HgN14O4 at a distorted geometry.

Summary:
- Spin multiplicity: 2
- Net charge: -1
- HOMO-LUMO gap (alpha / beta): 5.86 / 5.78 eV
- Energy: -74250.6988 eV
- Highest occupied orbital energy (alpha / beta): -4.61 / -4.56 eV

Last column: Mulliken spin population.
CARTESIAN COORDINATES (ANGSTROEM)
Hg  -1.643  -1.962  1.710  0.8457
O  1.207  -6.055  1.021  0.0012
C  1.112  -6.502  2.292  0.0008
C  1.599  -7.725  2.607  0.0010
C  1.446  -8.258  3.909  -0.0011
C  0.762  -7.572  4.878  0.0005
C  0.323  -6.283  4.536  -0.0001
C  0.463  -5.686  3.265  0.0025
C  0.014  -4.296  3.094  0.0072
O  0.199  -3.741  1.947  0.0069
N  -0.560  -3.806  4.178  0.0286
N  -1.118  -2.535  3.980  0.0341
C  -0.879  -1.765  4.966  0.0161
C  -1.313  -0.407  5.133  -0.0072
C  -0.780  0.229  6.299  -0.0040
C  -1.079  1.530  6.586  0.0045
C  -1.856  2.273  5.647  -0.0012
C  -2.176  1.740  4.431  0.0172
C  -2.015  0.332  4.163  -0.0069
O  -2.448  -0.100  3.000  0.0221
H  0.821  -5.068  1.119  0.0024
H  2.010  -8.378  1.835  0.0000
H  1.756  -9.263  4.096  0.0000
H  0.599  -8.058  5.788  0.0000
H  -0.168  -5.671  5.250  0.0009
H  -0.156  -2.175  5.703  -0.0001
H  -0.075  -0.307  7.032  -0.0006
H  -0.653  2.070  7.448  0.0003
H  -2.020  3.289  5.902  0.0002
H  -2.582  2.471  3.736  0.0003
C  -0.918  -1.278  -5.172  -0.0006
N  -1.395  -0.209  -4.285  0.0011
C  -2.171  -0.410  -3.205  -0.0004
N  -2.737  0.715  -2.826  -0.0046
C  -2.338  1.596  -3.834  -0.0016
N  -1.487  1.106  -4.696  0.0006
C  0.425  -1.007  -5.899  -0.0002
C  0.534  -1.612  -7.128  0.0001
C  1.777  -1.644  -7.753  0.0000
C  2.886  -1.025  -7.221  0.0000
C  2.763  -0.386  -5.987  0.0000
C  1.495  -0.310  -5.352  0.0001
C  3.834  0.343  -5.323  0.0000
N  5.110  0.293  -5.518  0.0000
N  5.710  1.123  -4.559  0.0000
C  4.737  1.605  -3.899  0.0001
O  3.525  1.191  -4.306  0.0000
C  4.797  2.274  -2.601  -0.0001
C  5.975  2.287  -1.862  -0.0001
C  5.944  2.800  -0.557  0.0000
C  4.782  3.348  -0.056  -0.0001
C  3.618  3.335  -0.763  0.0000
C  2.276  3.633  -0.097  0.0001
N  1.860  2.381  0.510  0.0022
C  2.052  1.099  0.069  0.0136
N  1.142  0.288  0.514  -0.0085
C  0.435  1.108  1.337  -0.0065
N  0.806  2.376  1.299  -0.0025
C  3.642  2.829  -2.044  -0.0002
H  -1.693  -1.522  -5.895  -0.0004
H  -0.782  -2.201  -4.640  0.0008
H  -2.159  -1.317  -2.662  0.0100
H  -2.626  2.625  -3.868  -0.0002
H  -0.386  -2.039  -7.615  0.0000
H  1.884  -1.977  -8.790  0.0000
H  3.890  -1.070  -7.639  0.0000
H  1.395  0.178  -4.418  0.0001
H  6.948  1.959  -2.228  0.0000
H  6.812  2.842  0.140  0.0000
H  4.732  3.786  0.941  0.0000
H  1.469  4.015  -0.701  0.0004
H  2.459  4.399  0.677  0.0000
H  2.848  0.793  -0.573  -0.0008
H  -0.407  0.827  1.947  0.0210
H  2.778  2.881  -2.700  0.0001
C  -4.555  3.967  1.847  -0.0001
C  -3.552  3.662  0.763  -0.0005
C  -2.305  3.011  1.389  0.0011
C  -4.100  2.885  -0.475  -0.0027
N  -4.838  1.744  -0.133  -0.0065
C  -4.495  0.614  0.491  -0.0319
N  -5.501  -0.199  0.542  -0.0046
N  -6.486  0.437  -0.152  0.0015
N  -6.084  1.563  -0.591  0.0011
H  -4.012  4.318  2.733  0.0000
H  -5.107  3.064  2.092  -0.0002
H  -5.362  4.663  1.655  0.0000
H  -3.255  4.664  0.390  -0.0001
H  -2.386  1.964  1.664  -0.0012
H  -1.839  3.650  2.177  -0.0001
H  -1.570  3.021  0.567  -0.0016
H  -3.240  2.714  -1.117  0.0002
H  -4.812  3.512  -1.035  -0.0005
H  -3.535  0.395  0.884  0.0513

Forces on atoms 1 to 6 (eV/Å):
0.10 -0.02 0.34
-0.78 2.33 0.27
-0.94 2.14 -0.46
0.42 -2.28 1.19
-0.20 0.25 -1.54
0.27 1.39 -1.79

***

3.
Density functional theory data (ωB97M-V/def2-TZVPD) for a molecular structure, C39H36IrN4PSe at a distorted geometry.

Summary:
- Spin multiplicity: 2
- Net charge: +1
- HOMO-LUMO gap (alpha / beta): 4.90 / 4.83 eV
- Energy: -124453.6656 eV
- Highest occupied orbital energy (alpha / beta): -9.76 / -9.70 eV

Last column: Mulliken spin population.
CARTESIAN COORDINATES (ANGSTROEM)
Ir  -0.209  0.980  -0.565  0.4255
C  0.423  -3.551  2.522  0.0004
C  1.406  -3.439  1.551  -0.0005
C  1.144  -2.782  0.361  -0.0030
C  -0.128  -2.270  0.127  0.0112
C  -1.126  -2.418  1.091  -0.0073
C  -0.846  -3.050  2.287  0.0005
P  -0.550  -1.314  -1.364  0.0294
C  -1.842  -2.312  -2.165  -0.0116
C  -1.900  -3.687  -1.946  0.0011
C  -2.829  -4.452  -2.627  0.0002
C  -3.702  -3.851  -3.525  0.0008
C  -3.645  -2.483  -3.739  0.0011
C  -2.718  -1.710  -3.063  0.0063
C  0.881  -1.443  -2.460  0.0105
C  1.034  -2.436  -3.398  0.0034
C  2.188  -2.477  -4.187  -0.0022
C  3.171  -1.539  -4.017  0.0034
C  3.030  -0.490  -3.083  -0.0002
C  4.018  0.502  -2.924  0.0133
C  3.807  1.541  -2.063  -0.0038
C  2.605  1.647  -1.344  0.0385
C  1.626  0.691  -1.437  -0.0388
C  1.843  -0.412  -2.304  -0.0101
H  0.643  -4.036  3.461  0.0001
H  2.376  -3.880  1.722  0.0003
H  1.916  -2.676  -0.387  0.0012
H  -2.119  -2.043  0.889  0.0017
H  -1.617  -3.169  3.034  0.0002
H  -1.207  -4.154  -1.260  0.0004
H  -2.865  -5.519  -2.465  0.0001
H  -4.420  -4.454  -4.062  0.0000
H  -4.324  -2.020  -4.442  0.0001
H  -2.663  -0.644  -3.237  -0.0002
H  0.269  -3.187  -3.523  0.0005
H  2.299  -3.254  -4.925  -0.0004
H  4.065  -1.567  -4.622  0.0001
H  4.933  0.433  -3.493  0.0008
H  4.559  2.301  -1.928  0.0001
H  2.477  2.503  -0.703  0.0003
Se  -4.161  1.949  -0.703  0.0079
N  -4.039  3.497  -1.564  0.0071
C  -2.784  3.770  -1.877  -0.0049
C  -2.243  4.875  -2.540  0.0162
C  -0.863  4.934  -2.716  -0.0078
C  -0.039  3.913  -2.285  0.0201
N  -0.544  2.822  -1.687  -0.0095
C  -1.853  2.756  -1.459  0.0001
N  -2.356  1.700  -0.815  0.0088
H  -2.890  5.664  -2.886  0.0005
H  -0.415  5.787  -3.201  0.0001
H  1.032  3.943  -2.413  0.0011
C  3.095  2.300  2.048  -0.0028
C  3.024  0.903  2.669  0.0201
C  3.310  -0.195  1.647  0.0141
C  1.690  0.726  3.332  0.0285
C  1.613  0.571  4.693  0.0043
C  0.394  0.523  5.361  -0.0189
C  -0.788  0.683  4.646  0.0060
C  -0.794  0.830  3.282  0.0292
C  -2.062  1.091  2.516  -0.0072
C  -2.439  2.575  2.625  0.0025
C  -3.230  0.210  2.953  -0.0045
C  0.464  0.798  2.550  -0.0286
N  0.506  0.836  1.266  0.4405
H  4.022  2.422  1.494  -0.0027
H  3.051  3.059  2.825  0.0001
H  2.253  2.445  1.375  0.0047
H  3.792  0.845  3.449  0.0014
H  2.511  -0.250  0.910  -0.0032
H  3.391  -1.158  2.146  0.0017
H  4.245  0.007  1.132  -0.0001
H  2.523  0.506  5.271  0.0013
H  0.366  0.403  6.432  -0.0006
H  -1.723  0.707  5.185  -0.0019
H  -1.859  0.870  1.459  0.0025
H  -2.613  2.853  3.662  0.0005
H  -3.352  2.768  2.062  -0.0008
H  -1.649  3.206  2.222  -0.0005
H  -3.616  0.505  3.925  0.0000
H  -2.928  -0.834  2.996  0.0006
H  -4.042  0.304  2.230  0.0007

Forces on atoms 1 to 6 (eV/Å):
3.09 -2.35 1.82
0.15 -0.08 -0.01
-0.02 -0.05 0.20
-0.22 0.05 -0.20
-0.18 0.02 -0.04
0.20 0.04 -0.13